(1)
Below is C14H18N5O2V as an isolated structure at a distorted geometry, with properties calculated with the ωB97M-V functional and the def2-TZVPD basis.

The geometry in XYZ format:
```
40
Properties=species:S:1:pos:R:3:mulliken_charge:R:1
V -0.076 0.063 0.587 0.3858
N 1.764 -0.017 -0.547 -0.4270
C 2.482 1.265 -0.660 -0.7688
C 2.041 2.094 0.540 -0.5039
N 0.572 2.081 0.503 -0.3225
H 2.286 -0.586 0.126 0.3312
H 1.796 -0.511 -1.441 0.2573
H 2.200 1.770 -1.589 0.3929
H 3.570 1.122 -0.677 0.3863
H 2.453 3.111 0.484 0.4198
H 2.384 1.631 1.476 0.3210
H 0.287 2.564 -0.356 0.3704
H 0.171 2.610 1.285 0.3164
C -5.018 2.619 0.103 -0.3943
C -5.264 1.301 0.475 -0.8234
C -4.241 0.382 0.484 -0.2359
C -2.944 0.769 0.095 0.7219
C -2.700 2.098 -0.276 -0.1288
C -3.732 3.011 -0.263 -0.8960
N -1.952 -0.190 0.019 0.7605
N -2.352 -1.354 -0.222 -0.8577
C -1.438 -2.338 -0.201 0.3087
C -1.826 -3.663 -0.440 -0.5043
C -0.858 -4.644 -0.387 -0.3752
C 0.454 -4.264 -0.108 -0.7653
C 0.756 -2.928 0.118 -0.0392
N -0.166 -1.964 0.071 0.3490
H -5.823 3.341 0.101 0.4258
H -6.257 0.994 0.761 0.4127
H -4.407 -0.640 0.790 0.4969
H -1.727 2.375 -0.659 0.3091
H -3.555 4.034 -0.557 0.4196
H -2.863 -3.863 -0.658 0.5361
H -1.117 -5.678 -0.554 0.4509
H 1.234 -5.005 -0.058 0.4455
H 1.772 -2.650 0.374 0.3107
O 0.289 -0.786 2.341 -0.4683
C -0.473 0.012 2.932 0.4090
O -1.078 0.853 2.253 -0.4728
H -0.593 -0.031 4.028 0.4458
```

Properties
Net charge: +2
HOMO energy (alpha / beta), eV: -15.1 / -15.1
Frontier orbital gap (alpha / beta), eV: 6.556 / 6.641
LUMO level (alpha / beta), eV: -8.528 / -8.448


(2)
Below is a 2-piece molecular cluster, C14H19BBrF3N4O3P overall at a distorted geometry, with properties calculated with the ωB97M-V functional and the def2-TZVPD basis.

The geometry in XYZ format:
```
46
Properties=species:S:1:pos:R:3:mulliken_charge:R:1
C 2.464 -0.046 1.127 -0.8315
C 2.394 1.049 0.042 0.3053
Br 4.181 1.784 -0.271 -0.0803
C 1.388 2.185 0.309 -1.7867
C 0.027 1.623 0.643 0.7397
C -0.443 1.575 1.939 0.5704
P 0.464 2.223 3.419 0.2390
N 1.391 1.172 4.100 -0.6848
C -1.678 1.007 2.157 0.9929
C -2.301 0.874 3.543 -0.6908
O -2.919 1.790 4.006 -0.3902
O -2.103 -0.358 4.157 -0.2458
C -3.231 -1.143 4.239 0.9139
F -3.644 -1.534 3.023 -0.2480
F -4.245 -0.539 4.829 -0.2197
F -2.904 -2.217 4.924 -0.2253
C -2.423 0.496 1.117 -0.5860
C -1.924 0.603 -0.123 -0.8045
N -0.728 1.158 -0.354 -0.1340
B -0.302 1.211 -1.822 0.2548
N -0.367 2.453 -2.547 -0.4458
O 0.103 0.088 -2.453 -0.3417
H 1.795 0.114 1.972 0.1287
H 2.169 -0.999 0.679 0.2499
H 3.467 -0.162 1.523 0.4235
H 2.124 0.562 -0.895 0.2350
H 1.343 2.864 -0.542 0.5432
H 1.690 2.801 1.152 0.4726
H -0.550 2.630 4.315 0.1419
H 1.145 3.382 2.984 0.1498
H 1.108 0.990 5.056 0.2889
H -3.391 0.038 1.247 0.5942
H -2.486 0.212 -0.962 0.4618
H 0.560 2.810 -2.753 0.2934
H -0.892 3.125 -1.995 0.2922
H -0.229 0.072 -3.362 0.2754
N 0.699 -2.577 -3.665 0.1184
C 0.665 -3.925 -3.425 -0.5472
C 0.948 -4.569 -4.599 -0.4232
C 1.165 -3.573 -5.588 -0.6625
C 1.008 -2.356 -4.983 -0.1569
H 0.525 -1.861 -2.985 0.3376
H 0.444 -4.307 -2.443 0.3617
H 0.995 -5.636 -4.735 0.3897
H 1.410 -3.734 -6.624 0.3928
H 1.089 -1.355 -5.376 0.3383
```

Properties
Net charge: +1
HOMO energy, eV: -10.4
Frontier orbital gap, eV: 5.369
LUMO level, eV: -5.007


(3)
Below is an isolated ion of composition C14H19F9NOS and charge +1 at a distorted geometry, with properties calculated with the ωB97M-V functional and the def2-TZVPD basis.

The geometry in XYZ format:
```
45
Properties=species:S:1:pos:R:3:mulliken_charge:R:1
C 0.262 -2.898 2.062 -0.6434
C -1.322 -2.825 1.694 -0.4641
O -1.661 -1.424 1.527 -0.2839
C -2.896 -1.277 0.780 -0.4762
C -3.140 0.281 0.544 0.4994
C -4.497 0.951 0.934 -0.6731
N -4.741 2.383 0.771 -0.0415
C -3.749 3.293 0.240 -0.3299
C -2.383 2.739 -0.222 -0.6935
C -2.054 1.202 -0.079 0.1921
C -0.603 0.705 -0.593 0.0764
C -0.655 -0.619 -1.500 -0.3819
C 0.584 -0.732 -2.553 -0.8156
C 1.973 -1.089 -1.841 -0.8157
C 2.921 0.202 -1.544 0.8607
F 2.190 1.399 -1.835 -0.2621
F 3.926 0.116 -2.583 -0.2864
C 3.532 0.135 -0.072 0.6251
F 4.529 -0.899 -0.099 -0.2670
F 2.584 -0.283 0.930 -0.2474
S 4.347 1.682 0.591 1.1715
F 5.828 0.884 0.631 -0.3084
F 4.061 1.113 2.159 -0.3160
F 2.916 2.533 0.694 -0.2759
F 4.752 2.283 -0.901 -0.2707
F 5.108 3.004 1.272 -0.2774
H 0.705 -3.929 1.865 0.3234
H 0.758 -2.092 1.395 -0.0173
H 0.394 -2.539 3.141 0.3065
H -1.875 -3.302 2.595 0.3463
H -1.561 -3.462 0.772 0.3024
H -2.812 -1.795 -0.254 0.3043
H -3.777 -1.732 1.357 0.4083
H -5.366 0.346 1.368 0.3553
H -5.650 2.804 1.036 0.3000
H -3.922 4.421 0.141 0.3644
H -1.555 3.406 -0.651 0.3640
H 0.161 0.662 0.266 0.2540
H -0.240 1.561 -1.286 0.3988
H -1.670 -0.660 -2.026 0.4242
H -0.606 -1.521 -0.773 -0.0613
H 0.617 0.138 -3.293 0.3554
H 0.311 -1.659 -3.196 0.3693
H 1.741 -1.702 -0.909 0.1914
H 2.533 -1.806 -2.558 0.4155
```

Properties
Net charge: +1
HOMO energy, eV: -13.3
Frontier orbital gap, eV: 8.578
LUMO level, eV: -4.746


(4)
Below is one molecule with the formula C14H19N at a distorted geometry, with properties calculated with the ωB97M-V functional and the def2-TZVPD basis.

The geometry in XYZ format:
```
34
Properties=species:S:1:pos:R:3:mulliken_charge:R:1
C -0.313 -0.881 -0.848 0.3468
C 0.557 0.179 -0.451 0.3718
C -3.974 -1.974 1.137 -0.4242
C -2.725 -2.114 1.805 -0.4849
C -3.936 -1.391 -0.108 -0.5345
C -1.556 -1.623 1.264 -0.3963
C -2.781 -0.895 -0.685 -0.2903
C -1.568 -1.159 -0.037 0.2045
N 2.660 1.746 0.668 0.1014
C -0.211 -1.678 -2.157 -1.7162
C 2.514 3.152 0.313 -0.9379
C 0.295 0.958 0.819 -0.2304
C 1.788 0.496 -1.302 -0.7279
C 1.649 1.209 1.567 -1.0734
C 3.001 0.800 -0.434 -0.9712
H -4.972 -2.345 1.425 0.3288
H -2.534 -2.709 2.709 0.3026
H -4.911 -1.307 -0.539 0.3687
H -0.677 -1.770 1.884 0.4284
H -2.788 -0.334 -1.598 0.4873
H -0.096 -1.036 -2.989 0.4307
H 0.607 -2.453 -2.164 0.3511
H -1.135 -2.317 -2.296 0.3825
H 1.483 3.457 0.054 0.3221
H 3.178 3.398 -0.536 0.2993
H 2.756 3.846 1.062 0.3366
H -0.424 0.560 1.536 0.4348
H -0.039 1.968 0.532 0.1914
H 1.518 1.295 -1.951 0.3551
H 1.940 -0.320 -1.975 0.4952
H 1.943 0.226 2.046 0.2951
H 1.586 1.971 2.397 0.3371
H 3.399 -0.251 -0.045 0.2832
H 3.766 1.295 -1.103 0.3325
```

Properties
HOMO energy, eV: -7.8
Frontier orbital gap, eV: 8.697
LUMO level, eV: 0.913


(5)
Below is one molecule with the formula C14H19N3O4S at a distorted geometry, with properties calculated with the ωB97M-V functional and the def2-TZVPD basis.

The geometry in XYZ format:
```
41
Properties=species:S:1:pos:R:3:mulliken_charge:R:1
C 1.362 6.936 -2.351 -1.4102
C 1.217 5.724 -1.466 0.9662
O 1.354 5.797 -0.264 -0.6010
C 0.897 4.434 -2.130 0.0310
C 0.723 3.323 -1.310 -0.5419
C 0.422 2.073 -1.839 0.6448
C 0.295 1.937 -3.220 -0.4610
C 0.468 3.041 -4.036 -1.0366
C 0.766 4.285 -3.510 -0.4128
H 0.895 5.125 -4.173 0.3693
H 0.367 2.924 -5.104 0.3664
H 0.059 0.974 -3.639 0.5266
N 0.273 1.014 -0.943 0.0557
C -0.081 -0.284 -1.220 0.5676
O -0.377 -0.690 -2.325 -0.7137
N -0.059 -1.128 -0.138 0.1319
C 0.247 -0.733 1.225 -0.8048
H 1.201 -0.195 1.255 0.6723
H -0.545 -0.092 1.639 0.3548
C 0.379 -1.974 2.103 -1.0478
N -0.863 -2.712 2.109 0.0410
S -0.880 -4.084 3.039 1.1612
O -2.211 -4.603 3.007 -0.6361
O -0.285 -3.744 4.295 -0.6760
C 0.206 -5.287 2.209 -0.9544
H 0.090 -6.221 2.742 0.4079
H -0.114 -5.398 1.182 0.2818
H 1.227 -4.940 2.281 0.3395
C -1.571 -2.754 0.844 -0.8034
H -2.371 -2.004 0.862 0.1743
C -0.624 -2.455 -0.312 -0.5989
H 0.177 -3.203 -0.361 0.2011
H -1.153 -2.459 -1.267 0.4238
H -2.035 -3.735 0.746 0.5011
H 0.592 -1.694 3.136 0.4458
H 1.216 -2.584 1.733 0.4086
H 0.401 1.278 0.022 0.0887
H 0.830 3.460 -0.243 0.4441
H 2.176 6.787 -3.057 0.3659
H 1.575 7.807 -1.736 0.3544
H 0.443 7.105 -2.909 0.3731
```

Properties
HOMO energy, eV: -8.8
Frontier orbital gap, eV: 9.015
LUMO level, eV: 0.257


(6)
Below is one molecule with the formula C14H19N3O5 at a distorted geometry, with properties calculated with the ωB97M-V functional and the def2-TZVPD basis.

The geometry in XYZ format:
```
41
Properties=species:S:1:pos:R:3:mulliken_charge:R:1
C 0.666 2.311 0.033 0.6050
C -0.629 1.380 0.087 -0.1778
C 1.624 2.032 -1.138 -1.0994
C 2.271 0.661 -0.791 1.0956
C 3.442 0.669 -0.035 -0.8421
C 1.592 -0.426 -1.344 -0.6739
C 4.078 -0.575 0.090 -0.9454
C 2.393 -1.643 -1.222 -0.6453
C 3.567 -1.748 -0.466 0.6449
C -1.788 -0.382 1.573 -0.1331
C -1.091 -1.816 1.224 0.6087
C -3.245 -0.273 1.272 -1.0458
C -4.016 0.384 -0.001 -0.3073
C -3.918 -0.560 -1.251 0.2567
H 1.677 3.234 1.676 0.3876
H 2.381 1.965 1.219 0.2729
H 0.452 3.428 -0.270 0.2911
H 1.051 1.854 -2.161 0.3190
H 2.375 2.793 -1.197 0.4352
H 3.884 1.579 0.226 0.5744
H 0.652 -0.220 -1.947 0.2557
H 4.944 -0.454 0.631 0.4935
H 1.892 -2.500 -1.712 0.3175
H 3.280 -3.587 -0.452 0.3355
H 0.078 0.777 1.796 0.3431
H -1.712 -0.386 2.680 0.4655
H -3.656 0.325 2.107 0.3698
H -3.635 -1.278 1.473 0.3440
H -5.094 0.430 0.190 0.4212
H -3.455 1.423 0.002 0.1952
H -2.386 -1.178 -2.575 0.2395
H -2.091 -0.308 -0.946 0.0136
H 0.268 -2.673 0.782 0.2896
N 1.359 2.258 1.438 -0.7590
N -0.787 0.666 1.172 -0.0543
N -2.643 -0.882 -1.651 -0.1839
O -1.271 1.318 -0.908 -0.6179
O 3.962 -2.965 -0.135 -0.5583
O -1.729 -2.811 1.039 -0.5984
O -4.952 -1.027 -1.598 -0.6077
O 0.208 -1.795 1.091 -0.3252
```

Properties
HOMO energy, eV: -8.7
Frontier orbital gap, eV: 9.102
LUMO level, eV: 0.361


(7)
Below is a 4-piece molecular cluster, C14H19N5O5S overall at a distorted geometry, with properties calculated with the ωB97M-V functional and the def2-TZVPD basis.

The geometry in XYZ format:
```
44
Properties=species:S:1:pos:R:3:mulliken_charge:R:1
C 0.279 -1.915 -2.646 -0.0541
C -0.251 -1.171 -1.837 -1.1587
C -0.593 -0.059 -0.772 1.4809
O -1.922 0.374 -0.971 -0.6250
C 0.559 1.135 -0.934 -0.5575
O 1.494 1.328 0.214 -0.4407
S 1.269 -0.163 1.058 0.8302
O 1.615 -0.203 2.497 -0.5402
O 2.243 -1.593 0.379 -0.3733
O -0.453 -0.616 0.538 -0.3707
H 0.970 -2.434 -3.336 0.4047
H -2.131 0.181 -1.910 0.4209
H 1.254 0.660 -1.686 0.3664
H 0.162 2.057 -1.424 0.2335
C -2.983 3.936 -2.513 -0.7117
C -2.377 2.649 -2.917 0.5126
N -1.909 1.646 -3.229 -0.5031
H -3.555 3.807 -1.595 0.0390
H -2.203 4.678 -2.344 0.3061
H -3.650 4.295 -3.297 0.3436
C 5.149 -3.818 -1.038 -1.2852
C 4.130 -2.937 -0.420 0.5371
N 3.341 -2.246 0.058 0.2363
H 5.803 -4.221 -0.270 0.3224
H 4.660 -4.638 -1.555 0.3486
H 5.747 -3.251 -1.753 0.3512
C -4.277 5.201 1.212 -0.5788
C -5.171 5.870 0.229 0.2850
N -5.864 6.390 -0.530 -0.3782
H -4.822 5.009 2.136 0.2985
H -3.920 4.254 0.807 0.1296
H -3.421 5.839 1.431 0.2762
C 3.826 -6.357 1.950 -0.7365
C 4.561 -6.453 0.666 0.4465
N 5.132 -6.526 -0.332 -0.4862
H 3.287 -5.411 1.998 0.2263
H 3.114 -7.177 2.030 0.2923
H 4.528 -6.411 2.782 0.2746
C -2.636 1.582 3.115 -1.0241
C -1.533 0.926 2.372 0.5176
N -0.659 0.386 1.783 -0.4351
H -2.840 1.027 4.030 0.3131
H -2.350 2.602 3.375 0.2309
H -3.546 1.610 2.507 0.2347
```

Properties
HOMO energy, eV: -6.4
Frontier orbital gap, eV: 6.701
LUMO level, eV: 0.340


(8)
Below is C14H20AlN2O2S5 as an isolated structure, with properties calculated with the ωB97M-V functional and the def2-TZVPD basis.

The geometry in XYZ format:
```
44
Properties=species:S:1:pos:R:3:mulliken_charge:R:1
Al -0.157 0.188 0.477 -0.4874
C -2.972 2.256 -0.082 -0.8603
C -3.506 0.898 0.401 -0.7197
S -2.639 -0.562 -0.195 -0.0146
C -2.795 -0.350 -1.989 -0.5598
C -1.528 -0.726 -2.748 -0.9999
S 0.029 -0.110 -2.088 0.1510
C 0.130 1.614 -2.606 -0.9291
C -0.951 2.547 -2.076 -0.6775
S -1.168 2.441 -0.272 0.0526
H -3.285 3.015 0.635 0.4606
H -3.410 2.547 -1.036 0.5433
H -4.563 0.829 0.138 0.5772
H -3.431 0.817 1.483 0.3864
H -3.087 0.676 -2.197 0.2098
H -3.605 -0.987 -2.347 0.5510
H -1.617 -0.413 -3.790 0.5109
H -1.409 -1.811 -2.761 0.4290
H 0.151 1.661 -3.696 0.6776
H 1.114 1.926 -2.252 0.2883
H -1.907 2.348 -2.556 0.3407
H -0.675 3.572 -2.325 0.5364
S 0.119 -2.155 0.848 -0.5413
C 1.768 -2.575 0.536 0.6565
N 2.305 -3.475 1.397 -0.0489
C 3.564 -3.952 1.331 -0.2601
C 4.401 -3.516 0.342 -0.6114
C 3.898 -2.588 -0.576 -0.3843
C 2.603 -2.133 -0.493 -0.3987
H 1.707 -3.787 2.154 0.2545
H 3.833 -4.663 2.097 0.4148
H 5.412 -3.886 0.289 0.4224
H 4.537 -2.217 -1.366 0.4469
H 2.226 -1.429 -1.213 0.5226
S 4.337 0.820 0.630 -0.3525
C 2.758 0.795 0.423 0.9060
N 1.585 0.756 0.255 -0.4004
C -0.220 2.139 4.071 -0.8125
O 0.042 1.537 2.790 -0.1021
C -0.885 0.671 2.304 0.6068
O -1.896 0.411 2.918 -0.6411
H 0.278 3.104 4.059 0.2518
H 0.202 1.512 4.856 0.2852
H -1.289 2.252 4.230 0.3193
```

Properties
Net charge: +1
HOMO energy, eV: -11.2
Frontier orbital gap, eV: 8.126
LUMO level, eV: -3.104


Copy entry 7 word for word.
Below is a 4-piece molecular cluster, C14H19N5O5S overall at a distorted geometry, with properties calculated with the ωB97M-V functional and the def2-TZVPD basis.

The geometry in XYZ format:
```
44
Properties=species:S:1:pos:R:3:mulliken_charge:R:1
C 0.279 -1.915 -2.646 -0.0541
C -0.251 -1.171 -1.837 -1.1587
C -0.593 -0.059 -0.772 1.4809
O -1.922 0.374 -0.971 -0.6250
C 0.559 1.135 -0.934 -0.5575
O 1.494 1.328 0.214 -0.4407
S 1.269 -0.163 1.058 0.8302
O 1.615 -0.203 2.497 -0.5402
O 2.243 -1.593 0.379 -0.3733
O -0.453 -0.616 0.538 -0.3707
H 0.970 -2.434 -3.336 0.4047
H -2.131 0.181 -1.910 0.4209
H 1.254 0.660 -1.686 0.3664
H 0.162 2.057 -1.424 0.2335
C -2.983 3.936 -2.513 -0.7117
C -2.377 2.649 -2.917 0.5126
N -1.909 1.646 -3.229 -0.5031
H -3.555 3.807 -1.595 0.0390
H -2.203 4.678 -2.344 0.3061
H -3.650 4.295 -3.297 0.3436
C 5.149 -3.818 -1.038 -1.2852
C 4.130 -2.937 -0.420 0.5371
N 3.341 -2.246 0.058 0.2363
H 5.803 -4.221 -0.270 0.3224
H 4.660 -4.638 -1.555 0.3486
H 5.747 -3.251 -1.753 0.3512
C -4.277 5.201 1.212 -0.5788
C -5.171 5.870 0.229 0.2850
N -5.864 6.390 -0.530 -0.3782
H -4.822 5.009 2.136 0.2985
H -3.920 4.254 0.807 0.1296
H -3.421 5.839 1.431 0.2762
C 3.826 -6.357 1.950 -0.7365
C 4.561 -6.453 0.666 0.4465
N 5.132 -6.526 -0.332 -0.4862
H 3.287 -5.411 1.998 0.2263
H 3.114 -7.177 2.030 0.2923
H 4.528 -6.411 2.782 0.2746
C -2.636 1.582 3.115 -1.0241
C -1.533 0.926 2.372 0.5176
N -0.659 0.386 1.783 -0.4351
H -2.840 1.027 4.030 0.3131
H -2.350 2.602 3.375 0.2309
H -3.546 1.610 2.507 0.2347
```

Properties
HOMO energy, eV: -6.4
Frontier orbital gap, eV: 6.701
LUMO level, eV: 0.340